C22H18ClN3O2STeTi | the ωB97M-V functional and the def2-TZVPD basis

The charge is +2. As for the total energy: -85420.5616 eV. Its HOMO energy is -0.5031 Ha. The calculation puts the HOMO-LUMO gap at 5.65 eV.

Atoms and positions in Å:
Ti (-19.27115, 0.45849, -3.41876)
Cl (-13.36647, 2.05364, 2.09164)
C (-14.63733, 1.90521, 0.99566)
C (-14.55740, 0.74868, 0.20620)
C (-15.53378, 0.54693, -0.76572)
C (-16.52769, 1.47999, -1.01634)
C (-16.39674, 2.75205, -0.40888)
C (-15.55684, 2.92757, 0.66283)
C (-17.65028, 1.05892, -1.81148)
O (-17.94340, -0.17105, -2.05646)
O (-18.44370, 1.91282, -2.37228)
H (-13.86828, 0.00202, 0.48205)
H (-15.42885, -0.42363, -1.32037)
H (-17.05702, 3.57542, -0.72271)
H (-15.60826, 3.86825, 1.21096)
S (-20.00772, 1.75679, -5.45978)
C (-18.47395, 1.20306, -5.99316)
N (-18.08798, 1.30079, -7.28937)
C (-16.89872, 0.66794, -7.70413)
C (-16.01585, 0.25425, -6.72282)
C (-16.35388, 0.28565, -5.39288)
N (-17.63143, 0.66536, -5.06488)
H (-18.77676, 1.67097, -7.97422)
H (-16.75988, 0.80589, -8.77212)
H (-15.04001, -0.16969, -7.01967)
H (-15.76520, -0.02934, -4.62110)
C (-22.22425, -2.45233, -3.10471)
Te (-20.36991, -2.02680, -4.22507)
C (-19.17756, -3.35696, -2.92995)
H (-21.93021, -3.03430, -2.24044)
H (-22.77860, -3.16714, -3.72059)
H (-22.63328, -1.46868, -2.88862)
H (-18.13628, -2.98600, -2.97385)
H (-19.28029, -4.32990, -3.29277)
H (-19.59666, -3.22371, -1.93160)
N (-26.90564, 2.92262, 2.34356)
C (-25.90522, 2.72079, 1.72029)
C (-24.86815, 2.35740, 0.78181)
C (-25.08111, 2.22403, -0.60790)
C (-24.04990, 1.67137, -1.38114)
C (-22.79314, 1.34658, -0.85025)
C (-22.58233, 1.61960, 0.53916)
C (-23.60991, 2.17414, 1.32178)
C (-21.86276, 0.75969, -1.68690)
C (-20.92531, 0.29656, -2.39026)
H (-26.10400, 2.44363, -1.03123)
H (-24.15838, 1.42695, -2.43393)
H (-21.63580, 1.34818, 1.02568)
H (-23.25870, 2.52677, 2.34826)

Atoms 1-3, force components in eV/Å:
Ti -0.9115 0.5856 1.0923
Cl 0.1219 0.5901 0.9941
C 0.0174 -0.1752 -1.5805

***

C22H18CoN4S4SbSe4 | the ωB97M-V functional and the def2-TZVPD basis

The expectation value of S² is 3.97. The spin multiplicity is 4. The charge is -1. As for the total energy: -377958.8606 eV. Its HOMO energy (alpha / beta) is -0.1851 / -0.1962 Ha. The calculation puts the HOMO-LUMO gap (alpha / beta) at 5.19 / 5.32 eV.

Atoms and positions in Å:
Co (-0.34837, 0.09743, 0.25648)
S (-1.05288, -2.04866, 0.49632)
C (0.16809, -2.80363, 1.46442)
N (0.14306, -4.14317, 1.66707)
C (1.25782, -4.78568, 2.34031)
C (1.76701, -3.88980, 3.43981)
N (2.10274, -2.59406, 2.88125)
C (3.27718, -1.92173, 3.41889)
C (4.53936, -2.66318, 3.04654)
C (5.34189, -3.26078, 4.00640)
C (6.48890, -3.95855, 3.63686)
C (6.83111, -4.06601, 2.29954)
C (6.02173, -3.48044, 1.32958)
C (4.88404, -2.78562, 1.70042)
C (1.23546, -2.01627, 2.01010)
S (1.39509, -0.36882, 1.56220)
C (-0.99399, -4.98581, 1.30989)
C (-1.76581, -5.40632, 2.53756)
C (-1.71040, -6.70803, 3.01382)
C (-2.36265, -7.06025, 4.19158)
C (-3.06744, -6.10299, 4.90209)
C (-3.13291, -4.79611, 4.42640)
C (-2.48864, -4.44954, 3.25153)
H (2.06146, -4.98921, 1.62381)
H (0.91905, -5.73196, 2.76102)
H (2.65854, -4.32344, 3.89146)
H (0.99933, -3.77999, 4.21511)
H (3.18985, -1.83872, 4.50609)
H (3.29920, -0.91286, 3.01580)
H (5.07423, -3.17468, 5.05417)
H (7.10846, -4.41946, 4.39579)
H (7.72561, -4.60195, 2.00855)
H (6.28190, -3.56663, 0.28220)
H (4.25316, -2.32461, 0.94780)
H (-0.62399, -5.86325, 0.77363)
H (-1.62802, -4.42354, 0.63026)
H (-1.15930, -7.45782, 2.45549)
H (-2.31389, -8.08005, 4.55203)
H (-3.56730, -6.37003, 5.82440)
H (-3.68783, -4.04588, 4.97503)
H (-2.54384, -3.43345, 2.87552)
S (0.60345, 2.17134, 0.06229)
C (-0.25986, 2.49232, 1.53181)
S (-1.55149, 1.35460, 1.67589)
C (0.07841, 3.43211, 2.46828)
C (-0.67686, 3.56771, 3.67942)
N (-1.28986, 3.66295, 4.65018)
C (1.24164, 4.25350, 2.30718)
N (2.18309, 4.90432, 2.17667)
Se (-4.61182, -1.37383, -3.65962)
Sb (-3.11423, 0.47697, -3.57325)
Se (-1.44306, -0.09182, -5.36709)
Se (-4.02590, 2.69088, -3.82562)
Se (-1.91037, 0.44318, -1.30493)

Atoms 1-3, force components in eV/Å:
Co 0.9910 -0.5207 0.8725
S 0.4430 0.3082 0.2094
C -0.0723 0.4741 -0.2626

***

C22H18F3 | the ωB97M-V functional and the def2-TZVPD basis

The charge is +1. As for the total energy: -31250.3946 eV. Its HOMO energy is -0.4391 Ha. The calculation puts the HOMO-LUMO gap at 5.80 eV.

Atoms and positions in Å:
F (2.13924, 2.61208, 3.39945)
C (2.21084, 1.27666, 3.05931)
C (3.39357, 0.79942, 2.50779)
C (3.37966, -0.54284, 2.13014)
F (4.56295, -1.14183, 1.75799)
C (2.21808, -1.31088, 2.13202)
C (1.03595, -0.79627, 2.68624)
C (-0.18616, -1.73613, 2.78995)
C (-1.56110, -1.12632, 2.46487)
C (-2.66769, -1.99467, 2.44327)
C (-3.96240, -1.48013, 2.39474)
C (-4.17087, -0.09441, 2.35130)
C (-3.06445, 0.73364, 2.25073)
F (-3.25366, 2.09489, 2.16998)
C (-1.75926, 0.23872, 2.25769)
C (1.06771, 0.48509, 3.23904)
H (4.27504, 1.42643, 2.38544)
H (2.24460, -2.33916, 1.76096)
H (-0.00088, -2.48248, 1.99247)
H (-2.49861, -3.07452, 2.51862)
H (-4.80796, -2.16453, 2.44670)
H (-5.17376, 0.32756, 2.38899)
H (-0.93819, 0.94297, 2.13850)
H (0.20316, 0.90517, 3.75660)
C (-1.22019, -2.09248, 5.17257)
C (-0.23070, -2.55932, 4.07690)
C (1.10483, -2.68402, 4.72716)
C (2.06664, -3.62784, 4.39447)
C (3.41549, -3.36622, 4.79544)
C (4.46405, -4.09978, 4.27827)
C (4.20722, -5.18788, 3.42735)
C (2.88846, -5.52926, 3.08789)
C (1.82508, -4.76740, 3.54224)
H (-2.26562, -2.35447, 4.97276)
H (-0.95720, -2.59521, 6.11195)
H (-1.13725, -1.00863, 5.31944)
H (-0.53159, -3.57334, 3.75952)
H (1.30073, -1.93054, 5.49470)
H (3.58453, -2.50745, 5.45030)
H (5.48752, -3.81685, 4.53246)
H (5.04196, -5.76486, 3.02875)
H (2.68971, -6.38369, 2.43665)
H (0.80292, -5.00280, 3.23893)

Atoms 1-3, force components in eV/Å:
F 0.1484 -1.6735 -0.1800
C -0.2960 0.8598 0.0385
C -0.1768 -0.3085 0.1144

***

C22H18F5O2PdS3 | the ωB97M-V functional and the def2-TZVPD basis

The charge is -1. As for the total energy: -76770.1395 eV. Its HOMO energy is -0.1041 Ha. The calculation puts the HOMO-LUMO gap at 5.27 eV.

Atoms and positions in Å:
Pd (-0.54254, -0.60491, -2.16452)
F (-4.26985, -2.87537, 4.59250)
C (-3.79141, -2.31436, 3.50508)
C (-4.48253, -2.35093, 2.28692)
F (-5.69621, -2.99616, 2.17134)
C (-3.87187, -1.73967, 1.16648)
F (-4.48622, -1.81581, -0.06550)
C (-2.63917, -1.06111, 1.29333)
S (-0.93141, -1.78312, -0.38352)
C (-1.97994, -1.05492, 2.54000)
F (-0.75113, -0.51690, 2.61320)
C (-2.48022, -1.83776, 3.56142)
F (-1.86810, -1.98609, 4.77899)
O (-2.08979, -0.52518, 0.19739)
S (2.69472, 0.48271, 2.11408)
C (1.68483, 0.31303, 0.60939)
C (1.96756, 1.27830, -0.48814)
C (0.73397, 2.10952, -0.94229)
C (0.81073, 2.69951, -2.42158)
S (-0.22278, 1.81673, -3.73597)
O (0.28514, 0.30059, -3.76314)
C (-1.92522, 1.65159, -3.14269)
C (-2.42389, 2.80014, -2.48602)
C (-3.60038, 2.62998, -1.77441)
C (-4.37571, 1.42297, -1.85223)
C (-3.89679, 0.30621, -2.51996)
C (-2.63077, 0.41886, -3.11061)
C (3.98587, -0.58116, 1.67137)
C (5.26694, 0.00524, 1.79943)
C (6.35159, -0.74816, 1.51290)
C (6.21271, -2.10004, 1.25660)
C (4.99588, -2.69651, 1.18330)
C (3.87453, -1.91401, 1.25160)
H (0.75385, 0.67095, 1.00231)
H (1.72247, -0.71143, 0.30989)
H (2.46552, 0.82820, -1.39108)
H (2.66631, 2.05577, -0.19309)
H (0.58423, 3.00038, -0.35838)
H (-0.17458, 1.45137, -1.04011)
H (1.78348, 2.54082, -2.87021)
H (0.61703, 3.80034, -2.54364)
H (-1.83364, 3.69918, -2.61449)
H (-3.99600, 3.41427, -1.17230)
H (-5.26368, 1.39603, -1.24616)
H (-4.45300, -0.63431, -2.45588)
H (-2.18450, -0.36871, -3.73815)
H (5.30327, 1.04956, 2.21590)
H (7.33174, -0.20541, 1.49911)
H (7.05290, -2.78584, 1.28479)
H (4.82069, -3.70301, 0.86995)
H (2.89537, -2.23138, 1.18681)

Atoms 1-3, force components in eV/Å:
Pd 0.2287 -1.3321 0.8531
F -0.7667 -0.6011 0.8859
C 0.4926 -0.3245 -1.7198